Model A:
Density functional theory data (ωB97M-V with the def2-TZVPD basis set) for the molecule C3H6N2.

Highest occupied orbital energy = -8.66 eV
SMILES string = [H]/N=N/C=C/C
Kohn-Sham gap = 8.9 eV

Geometry (Å):
H (2.5233, -0.7599, 0.3076)
H (2.2353, 0.2506, -1.0994)
N (-2.0040, 0.4724, 0.1561)
H (-0.2604, 1.2499, 0.9386)
C (0.4575, -0.4096, -0.2985)
H (1.8160, 0.7409, 0.7358)
H (0.2399, -1.3404, -0.7611)
H (-3.6135, -0.0866, -0.1827)
C (-0.5569, 0.4115, 0.2895)
N (-2.7153, -0.4927, -0.0858)
C (1.8782, -0.0363, -0.0001)

---

Model B:
Density functional theory data (ωB97M-V with the def2-TZVPD basis set) for the molecule C3H6N2.

Highest occupied orbital energy = -10.39 eV
SMILES string = C[C@@H](N)C#N
Kohn-Sham gap = 11.3 eV

Geometry (Å):
H (-1.2399, 0.1944, -1.6981)
H (0.5681, -1.0146, -0.9436)
H (-1.9471, -0.0107, -0.0873)
C (0.2345, -0.3114, -0.1732)
H (1.0871, 1.2698, 0.7948)
C (0.0189, -1.1224, 1.0542)
H (-0.9934, 1.4385, -0.4719)
N (1.2833, 0.6888, -0.0165)
C (-1.0755, 0.3603, -0.6310)
H (2.1825, 0.2478, 0.1492)
N (-0.1184, -1.7405, 2.0233)

---

Model C:
Density functional theory data (ωB97M-V with the def2-TZVPD basis set) for the molecule C3H6N2.

Highest occupied orbital energy = -9.26 eV
SMILES string = C=N/N=C\C
Kohn-Sham gap = 10.2 eV

Geometry (Å):
H (2.6406, 0.3407, 0.3611)
C (-2.0714, -0.3791, -1.0222)
H (1.2219, 0.9350, -0.7265)
N (-0.4624, -0.7708, 0.4787)
H (1.4470, 1.6423, 0.9818)
N (-0.9357, 0.0157, -0.6210)
H (-2.5737, -1.2388, -0.5146)
C (0.6757, -0.3618, 0.9062)
H (-2.5222, 0.0735, -1.9015)
H (1.0430, -0.9555, 1.7296)
C (1.5371, 0.6987, 0.3284)

---

Model D:
Density functional theory data (ωB97M-V with the def2-TZVPD basis set) for the molecule C3H6N2.

Highest occupied orbital energy = -9.62 eV
SMILES string = [H]/N=C\N1CC1
Kohn-Sham gap = 10.6 eV

Geometry (Å):
H (1.5869, -0.5316, -0.5788)
H (0.0939, -0.2600, 1.6408)
H (0.6096, -1.8032, -0.9657)
H (-0.8820, -1.6077, 0.8693)
N (-0.7895, 2.1064, -0.2927)
N (-0.4071, -0.1167, -0.5888)
H (0.7410, 1.4549, 0.5984)
C (-0.0974, -0.9058, 0.8036)
C (0.0183, 1.0801, -0.1532)
C (0.6740, -1.1182, -0.3545)
H (-1.5478, 1.7018, -0.9783)

---

Stability verdict: model B, ahead by 35.2 kcal/mol

---

Model A:
Density functional theory data (ωB97M-V with the def2-TZVPD basis set) for a 2-piece molecular cluster, C7H13NO overall.

Highest occupied orbital energy = -10.81 eV
SMILES string = CC1(C)CC(C#N)C1.O
Kohn-Sham gap = 11.4 eV

Geometry (Å):
H (0.1465, -1.7723, 1.4605)
C (2.0287, 1.1479, 1.4000)
C (-0.1660, 0.9283, -0.8030)
H (0.7105, -1.1045, -0.8629)
H (-1.2730, 0.2264, 0.9842)
H (0.1910, 1.9142, -1.1282)
C (1.0004, -0.0789, -0.6032)
H (0.7147, -0.8087, 2.8486)
H (-0.5663, 1.8530, 1.2137)
N (-2.1562, 0.2216, -2.3484)
H (1.9364, 0.1761, -1.1158)
C (-0.4294, 0.8789, 0.7276)
O (-4.0420, -2.2771, -3.1127)
C (-1.2535, 0.5210, -1.6849)
H (1.8923, -1.5864, 1.7630)
C (0.9457, 0.1798, 0.9300)
H (3.0188, 0.6691, 1.3532)
H (1.8459, 1.4517, 2.4423)
H (-3.9332, -1.5432, -3.7347)
H (2.0612, 2.0572, 0.7818)
C (0.9209, -1.0696, 1.7992)
H (-3.5932, -1.9845, -2.3104)

---

Model B:
Density functional theory data (ωB97M-V with the def2-TZVPD basis set) for the molecule C7H13NO.

Highest occupied orbital energy = -8.88 eV
SMILES string = C=C=C(C)[C@@](C)(N)OC
Kohn-Sham gap = 9.9 eV

Geometry (Å):
H (-0.7844, -2.3949, -2.0821)
O (-0.9693, -0.7013, -1.0141)
C (2.6088, -0.4073, -0.8990)
H (-1.0924, -2.6715, -0.3576)
H (0.1763, 2.5662, 1.2753)
C (-0.7996, 0.1729, 0.2507)
H (1.6954, 2.6166, 0.3305)
H (-1.8986, 1.6481, -0.5826)
H (-0.7816, -0.0316, 2.3774)
C (0.6499, 2.3171, 0.3278)
C (1.5142, 0.1630, -0.4917)
H (3.3384, -0.7893, -0.1990)
H (0.0310, -1.3558, 1.5303)
H (-2.7372, 0.6950, 0.4642)
H (2.8169, -0.5582, -1.9479)
N (-1.8422, 1.1354, 0.2889)
C (-0.8248, -0.6870, 1.5099)
H (-1.7475, -1.2642, 1.5546)
C (-0.5560, -2.0378, -1.0756)
H (0.5185, -2.1351, -0.8879)
C (0.5483, 0.8369, 0.0780)
H (0.1359, 2.8827, -0.4501)

---

Model C:
Density functional theory data (ωB97M-V with the def2-TZVPD basis set) for a 2-piece molecular cluster, C7H13NO overall.

Highest occupied orbital energy = -9.15 eV
SMILES string = C=CC(C)(O)C=C.C=N
Kohn-Sham gap = 9.8 eV

Geometry (Å):
H (-0.8073, 1.3451, 1.0171)
H (0.1551, -3.0226, 0.2687)
H (-1.1272, -0.8449, 2.5015)
H (-0.2817, -0.1876, -2.3360)
C (1.8404, 0.5145, -0.8391)
C (-0.0553, -2.0684, -0.1934)
H (-1.5789, 0.3455, -1.2451)
N (-2.0649, 0.6576, 1.5439)
H (-2.8761, 0.8891, 0.9753)
H (2.5646, 1.8654, 0.5773)
C (-0.5599, 0.5398, -1.5774)
C (0.3987, 0.5071, -0.3777)
H (-0.6393, -2.1147, -1.1002)
H (-2.5754, -1.3753, 1.4664)
C (-1.8835, -0.5876, 1.7659)
H (-0.5229, 1.5367, -2.0121)
H (0.9168, -0.9316, 1.2660)
C (2.7917, 1.2247, -0.2597)
C (0.3028, -0.9215, 0.3721)
H (3.8036, 1.2290, -0.6332)
H (2.0524, -0.1434, -1.6712)
O (0.1463, 1.5431, 0.4906)

---

Model D:
Density functional theory data (ωB97M-V with the def2-TZVPD basis set) for the molecule C7H13NO.

Highest occupied orbital energy = -6.39 eV
Kohn-Sham gap = 7.3 eV

Geometry (Å):
C (-0.1459, -2.0993, 0.5742)
H (-1.2070, -1.4804, -1.7244)
H (-0.8623, -2.8224, 0.2151)
H (-2.2717, 2.1350, -0.0449)
H (-0.0187, 2.5233, -0.3560)
H (-0.5087, 0.1582, -1.8535)
H (-2.3378, 2.0385, 1.7086)
N (0.2754, 1.6933, 0.1497)
C (-2.0842, 1.4777, 0.8047)
H (-0.3560, 0.4916, 1.7302)
H (3.1175, -1.4295, 0.0135)
H (2.0384, 1.5842, -0.9719)
C (1.5477, -0.3021, 0.1531)
H (1.7120, -0.4320, 1.2372)
C (-0.3148, -0.8758, -1.5673)
O (2.5816, -0.9092, -0.5997)
C (0.1543, -0.9846, -0.1353)
C (-0.6732, 0.9860, 0.8241)
H (0.4537, -1.2514, -2.2434)
C (1.4261, 1.1250, -0.2124)
H (0.2551, -2.2660, 1.5635)
H (-2.7815, 0.6399, 0.7349)

---

Stability verdict: model A, ahead by 38.1 kcal/mol

---

Model A:
Density functional theory data (ωB97M-V with the def2-TZVPD basis set) for a 2-piece molecular cluster, C6H15B overall.

Highest occupied orbital energy = -8.22 eV
Kohn-Sham gap = 8.9 eV

Geometry (Å):
H (1.2102, -1.9509, -1.4192)
B (-0.7569, 0.2759, -0.3360)
H (-0.3313, 1.8940, -1.7439)
H (-2.3684, -0.8247, 1.9127)
C (-2.5148, -0.0665, 1.2187)
C (1.3606, -0.8211, -1.3477)
H (0.1985, -0.9274, 1.9312)
H (-2.7631, 0.9425, 1.4817)
H (1.0362, 1.1458, 1.5905)
H (2.4004, -0.6853, -1.0141)
H (2.6133, 0.4935, 0.6847)
H (1.5064, 1.7242, -0.1426)
C (-1.1521, 1.3434, -1.4146)
C (0.6849, -0.2885, -0.0877)
C (1.5032, 0.8788, 0.5763)
H (-1.4467, 0.7447, -2.1992)
H (-3.2154, -0.4930, 0.6214)
H (-1.8887, 2.0251, -1.2404)
H (1.8310, -1.3829, 1.3160)
H (1.0885, -0.2981, -2.2831)
H (0.2818, -2.4071, 0.8004)
C (0.7223, -1.3224, 1.0949)

---

Model B:
Density functional theory data (ωB97M-V with the def2-TZVPD basis set) for the molecule C6H15B.

Highest occupied orbital energy = -9.03 eV
SMILES string = CCB(C)C(C)C
Kohn-Sham gap = 9.8 eV

Geometry (Å):
B (0.4246, 0.2608, -0.0918)
H (-0.1417, -2.3576, 0.0686)
C (-0.0138, -1.9782, 0.9565)
H (-1.4258, 1.7262, -3.0336)
C (2.0274, -0.0199, -0.1990)
H (-1.2663, 0.1590, -2.4451)
H (-1.5286, -0.6982, 0.4281)
H (0.0106, 0.9320, -3.3631)
H (2.5882, 0.0652, 0.7737)
H (2.1460, -1.0686, -0.5350)
C (-0.7265, 1.0585, -2.5694)
C (-0.7529, 0.1031, 2.3222)
H (2.7085, 0.3889, -0.9103)
H (0.2005, 0.2989, 2.8869)
H (-0.6862, -2.5524, 1.6774)
H (-1.4599, 0.9610, 2.1889)
H (0.3322, 2.3905, -1.3783)
H (-1.2382, 1.8970, -0.6796)
H (-1.4142, -0.4885, 2.8971)
C (-0.5375, -0.5354, 0.8986)
H (1.0341, -2.1102, 1.3753)
C (-0.2804, 1.5680, -1.2681)

---

Stability verdict: model B, ahead by 38.9 kcal/mol

---

Model A:
Density functional theory data (ωB97M-V with the def2-TZVPD basis set) for the molecule C4H8OS2.

Highest occupied orbital energy = -8.90 eV
SMILES string = CSSCCC=O
Kohn-Sham gap = 8.2 eV

Geometry (Å):
C (-1.7139, 0.2458, 0.4068)
H (-2.1817, 1.2250, 0.3215)
H (0.0545, -0.4243, 1.4312)
O (0.9344, 2.2715, 1.9034)
H (-2.2540, -0.6292, 0.7610)
H (1.1368, -1.4686, -2.7978)
H (1.5992, -0.3045, -1.5215)
H (2.4099, -1.8674, -1.6245)
H (-1.1109, 0.9100, 2.2634)
C (1.4666, -1.3549, -1.7618)
C (-0.5465, 0.4877, 1.4186)
H (0.7731, 1.5662, 0.0236)
C (0.4628, 1.5363, 1.0743)
S (-1.1958, -0.1782, -1.2454)
S (0.1656, -2.0155, -0.6528)

---

Model B:
Density functional theory data (ωB97M-V with the def2-TZVPD basis set) for a 2-piece molecular cluster, C4H8OS2 overall.

Highest occupied orbital energy = -8.42 eV
Kohn-Sham gap = 9.0 eV

Geometry (Å):
C (-0.4900, 0.3266, 0.0894)
O (-2.2325, -1.8956, 0.3732)
H (0.5019, 1.9834, -0.8992)
H (0.5349, -1.3310, 1.0106)
H (1.7989, 0.4153, -1.3683)
C (0.4343, -0.8628, 0.0000)
S (-0.5229, 1.1753, 1.6837)
H (2.5569, -1.1932, -0.6425)
S (-0.6037, 1.4773, -1.3000)
C (1.8490, -0.3225, -0.5381)
H (-3.1433, -0.1015, 0.4242)
H (0.1663, -1.5960, -0.7371)
H (-0.8041, 2.3823, 1.2620)
H (2.2495, 0.2205, 0.3440)
C (-2.2953, -0.6780, 0.2982)

---

Model C:
Density functional theory data (ωB97M-V with the def2-TZVPD basis set) for C4H8OS2 as an isolated structure.

Highest occupied orbital energy = -8.50 eV
Kohn-Sham gap = 9.1 eV

Geometry (Å):
H (0.6340, 0.5550, -1.4730)
H (1.4059, -1.4712, -0.3198)
H (-0.6444, -1.5905, -1.4712)
H (0.6421, -0.8696, 1.2841)
C (0.9421, 1.5228, 0.4554)
H (0.6012, 1.5790, 1.4974)
S (-1.8602, 0.6948, -0.4316)
O (-2.2450, 1.7650, 0.4401)
H (0.5708, 2.5290, 0.0919)
C (-0.6316, -1.8352, -0.4013)
C (0.3895, 0.4124, -0.3835)
H (2.0125, 1.8236, 0.3840)
H (-0.3268, -2.8841, -0.3200)
S (-2.0744, -1.2170, 0.4810)
C (0.5844, -1.0140, 0.1666)

---

Stability verdict: model A, ahead by 12.3 kcal/mol

---

Model A:
Density functional theory data (ωB97M-V with the def2-TZVPD basis set) for a 5-piece molecular cluster, C2H13O4S overall.

Highest occupied orbital energy = -3.58 eV
Net charge = -1
Kohn-Sham gap = 6.8 eV

Geometry (Å):
H (-2.2381, -2.7355, 1.2668)
H (0.9102, -1.6992, 1.4697)
H (-1.5259, -1.1385, 1.8775)
S (-0.6711, -1.9482, -0.3232)
H (-0.9509, 1.4067, -0.9627)
O (4.7807, 2.8525, -2.6249)
O (-0.6290, 1.2799, -0.0937)
O (1.9076, 1.5270, -0.5490)
C (-3.3421, -0.8555, 0.4769)
H (2.3132, -0.8876, 1.5507)
H (-3.9597, -0.4983, 1.3208)
H (4.0980, 2.7742, -3.2720)
H (-0.7529, 0.2999, 0.0482)
C (-2.0422, -1.6358, 0.9624)
O (1.6013, -1.3790, 2.1749)
H (2.0352, 0.6704, -0.9513)
H (4.6345, 2.1161, -2.0198)
H (1.1030, 1.5336, 0.0597)
H (-3.1896, -0.0982, -0.2971)
H (-4.0824, -1.5844, -0.1140)

---

Model B:
Density functional theory data (ωB97M-V with the def2-TZVPD basis set) for a 5-piece molecular cluster, C2H13O4S overall.

Highest occupied orbital energy = -3.40 eV
Net charge = -1
Kohn-Sham gap = 6.6 eV

Geometry (Å):
H (-3.3134, -1.6442, 1.4026)
H (2.9561, -0.2610, 1.7277)
H (-0.8447, -0.7591, -2.8304)
H (-0.2025, -0.6485, -0.0052)
H (-1.7401, -1.7613, -0.3878)
S (-2.0677, 0.3823, -1.4844)
C (-2.5805, -1.0667, -0.5349)
H (-3.9115, -0.0229, 0.8630)
H (4.8681, 3.6977, 0.7672)
H (4.4512, 2.3180, 1.2230)
H (0.1416, 0.7679, 0.0787)
H (0.4946, -1.3160, -3.3964)
O (5.0050, 3.0687, 1.4884)
O (-0.3978, -1.5897, -3.1555)
C (-3.0939, -0.7238, 0.8693)
O (0.4950, -0.0892, 0.3688)
O (3.1007, 0.6664, 1.5208)
H (2.2927, 0.9175, 1.0518)
H (-3.3794, -1.6243, -1.0319)
H (-2.2735, -0.3118, 1.4650)

---

Stability verdict: model B, ahead by 21.4 kcal/mol

---

Model A:
Density functional theory data (ωB97M-V with the def2-TZVPD basis set) for a 6-piece molecular cluster, H13O6 overall.

Highest occupied orbital energy = -15.22 eV
Net charge = +1
Kohn-Sham gap = 12.6 eV

Geometry (Å):
H (2.5410, -1.9857, -2.1645)
O (2.9766, -1.4869, -1.4628)
O (-1.9417, 1.4966, -2.4261)
H (-3.4707, 0.0147, -0.1748)
O (-0.4948, -0.0611, 1.3179)
O (1.1907, -1.8858, 0.7167)
H (0.0706, -0.8410, 1.0301)
H (0.9864, -2.8250, 0.8842)
H (-1.4360, 0.0262, 0.9695)
H (-2.2152, 0.6492, -0.8174)
H (3.6697, -1.0119, -1.9581)
O (-2.5115, -0.0400, -0.1944)
H (0.3959, 2.4008, 3.1994)
H (1.6718, 1.6526, 2.7542)
O (0.7308, 1.7540, 2.5622)
H (0.0427, 0.6690, 1.8017)
H (-2.4280, 1.1054, -3.1610)
H (-1.5380, 2.2827, -2.8036)
H (1.7598, -1.9136, -0.0731)

---

Model B:
Density functional theory data (ωB97M-V with the def2-TZVPD basis set) for a 6-piece molecular cluster, H13O6 overall.

Highest occupied orbital energy = -14.28 eV
Net charge = +1
Kohn-Sham gap = 11.3 eV

Geometry (Å):
O (2.8233, -3.4365, 0.2027)
O (-0.9758, -0.3137, 1.5117)
O (0.0672, -2.7577, 0.6687)
H (-2.1786, 4.3757, -0.7926)
O (-0.3400, 1.7950, 0.1617)
H (-0.8887, 0.5876, -2.7592)
H (3.6345, -3.2094, 0.6695)
H (-0.7353, 4.7906, -0.3361)
O (-0.1460, 0.6483, -2.1494)
H (0.5943, 0.4035, -2.7156)
H (-1.0293, 1.3207, 0.7116)
H (-0.4362, 1.2134, -0.6666)
H (0.6765, -3.4795, 0.4615)
H (-0.3496, -1.0632, 1.5000)
H (3.1164, -4.1587, -0.3648)
H (-0.5728, -3.2479, 1.2072)
O (-1.3791, 4.0765, -0.3515)
H (-0.7479, 2.6959, -0.0603)
H (-1.4693, -0.3357, 2.3357)

---

Stability verdict: model A, ahead by 14.0 kcal/mol